# C3H7N3

One molecule with the formula C3H7N3 at a distorted geometry (the ωB97M-V functional and the def2-TZVPD basis, the OMol25 dataset).

Computed properties:
E (Ha): -282.68858
SMILES string: CN(N)CC#N
Kohn-Sham gap (eV): 9.407
ΔE to the lowest compared entry with this formula, charge and spin (eV): 2.331

Last column: Mulliken charge in e.
CARTESIAN COORDINATES (ANGSTROEM)
1 C 1.402 -0.432 0.289  -0.703
2 N 0.430 0.526 -0.308  0.043
3 N 0.218 1.463 0.621  -0.657
4 C -0.839 -0.040 -0.919  -0.413
5 C -1.368 -1.228 -0.298  0.301
6 N -1.853 -2.136 0.161  -0.369
7 H 1.045 -1.457 0.076  0.287
8 H 2.355 -0.246 -0.089  0.276
9 H 1.308 -0.220 1.371  0.252
10 H -0.410 2.149 0.406  0.254
11 H -0.122 1.063 1.490  0.198
12 H -0.546 -0.169 -1.985  0.216
13 H -1.619 0.728 -0.815  0.315

# C3H7N3

One molecule with the formula C3H7N3 at a distorted geometry (the ωB97M-V functional and the def2-TZVPD basis, the OMol25 dataset).

Computed properties:
E (Ha): -282.59193
Kohn-Sham gap (spin up / spin down) (eV): 7.457 / 5.955
ΔE to the lowest compared entry with this formula, charge and spin (eV): 4.961

Last column: Mulliken charge in e.
CARTESIAN COORDINATES (ANGSTROEM)
1 C -0.903 1.438 -0.278  -0.735
2 N 0.350 0.722 -0.207  0.521
3 N 1.441 1.329 -0.644  -0.664
4 H 2.036 0.636 -1.099  0.308
5 H -0.682 2.506 -0.312  0.296
6 H -1.505 1.219 0.604  0.304
7 H -1.462 1.169 -1.179  0.296
8 C -0.309 -1.699 0.559  -1.093
9 C 0.764 -0.692 0.323  0.674
10 N 2.007 -0.772 0.373  -0.796
11 H 0.133 -2.636 0.890  0.310
12 H -0.874 -1.880 -0.358  0.288
13 H -0.995 -1.339 1.329  0.290

# C3H7N3

An isolated ion of composition C3H7N3 and charge +2 at a distorted geometry (the ωB97M-V functional and the def2-TZVPD basis, the OMol25 dataset).

Computed properties:
E (Ha): -282.00292
SMILES string: [NH2+]=C=CNC=[NH2+]
Kohn-Sham gap (eV): 9.891
ΔE to the lowest compared entry with this formula, charge and spin (eV): 2.298
Net charge: +2

Last column: Mulliken charge in e.
CARTESIAN COORDINATES (ANGSTROEM)
1 N 2.650 0.349 0.254  -0.246
2 C 1.422 -0.017 0.183  0.259
3 C 0.463 -0.785 0.056  -0.156
4 N -0.821 -0.802 0.448  -0.140
5 C -1.760 0.068 0.106  0.256
6 N -1.691 1.178 -0.585  -0.196
7 H 2.973 0.593 -0.764  0.397
8 H 3.428 0.098 0.918  0.364
9 H 0.873 -1.843 -0.061  0.327
10 H -1.150 -1.779 0.675  0.344
11 H -2.726 -0.359 0.475  0.358
12 H -1.094 1.756 -0.999  0.155
13 H -2.568 1.543 -0.709  0.279

# C3H7N3

An isolated ion of composition C3H7N3 and charge +2 at a distorted geometry (the ωB97M-V functional and the def2-TZVPD basis, the OMol25 dataset).

Computed properties:
E (Ha): -282.04029
SMILES string: N/C=[NH+]\C=C=[NH2+]
Kohn-Sham gap (eV): 10.645
ΔE to the lowest compared entry with this formula, charge and spin (eV): 1.281
Net charge: +2

Last column: Mulliken charge in e.
CARTESIAN COORDINATES (ANGSTROEM)
1 N -1.507 0.982 -1.497  -0.204
2 C -0.231 1.008 -1.458  0.152
3 N 0.536 0.213 -0.772  -0.098
4 C -0.108 -0.620 0.184  -0.455
5 C 0.435 -0.703 1.368  0.406
6 N 1.098 -0.954 2.376  -0.223
7 H -1.912 0.502 -0.671  0.215
8 H -2.067 1.575 -2.033  0.270
9 H 0.317 1.486 -2.213  0.417
10 H 1.507 0.031 -0.992  0.315
11 H -1.038 -1.135 -0.034  0.458
12 H 1.078 -0.620 3.339  0.331
13 H 1.891 -1.765 2.404  0.416

# C3H7N3O

One molecule with the formula C3H7N3O at a distorted geometry (the ωB97M-V functional and the def2-TZVPD basis, the OMol25 dataset).

Computed properties:
E (Ha): -357.92166
SMILES string: [H]/N=C(\C)N/C=N/O
Kohn-Sham gap (eV): 9.029
ΔE to the lowest compared entry with this formula, charge and spin (eV): 3.489

Last column: Mulliken charge in e.
CARTESIAN COORDINATES (ANGSTROEM)
1 H 1.866 2.022 0.022  0.227
2 N 1.074 1.418 -0.108  -0.670
3 C 1.397 0.211 -0.006  0.690
4 C 2.798 -0.428 0.048  -1.160
5 N 0.381 -0.730 0.045  -0.146
6 C -0.991 -0.645 -0.036  -0.033
7 N -1.750 0.405 0.179  -0.343
8 O -3.018 -0.032 -0.110  -0.396
9 H 2.848 -1.241 -0.758  0.305
10 H 2.970 -0.865 1.012  0.307
11 H 3.563 0.319 -0.317  0.345
12 H 0.778 -1.669 0.145  0.210
13 H -1.510 -1.605 -0.438  0.274
14 H -3.531 0.819 0.359  0.389

# C3H7N3O

One molecule with the formula C3H7N3O (the ωB97M-V functional and the def2-TZVPD basis, the OMol25 dataset).

Computed properties:
E (Ha): -358.03720
SMILES string: C/N=C(\N)C(N)=O
Kohn-Sham gap (eV): 10.022
ΔE to the lowest compared entry with this formula, charge and spin (eV): 0.345

Last column: Mulliken charge in e.
CARTESIAN COORDINATES (ANGSTROEM)
1 C 1.825 1.012 -0.483  -0.865
2 N 0.473 0.622 -0.209  -0.478
3 C -0.044 -0.500 0.099  0.475
4 N 0.434 -1.766 0.251  -0.374
5 C -1.541 -0.404 0.419  0.405
6 N -2.018 0.834 0.184  -0.300
7 O -2.164 -1.366 0.845  -0.664
8 H 2.419 1.122 0.446  0.301
9 H 1.757 2.015 -0.924  0.281
10 H 2.366 0.381 -1.208  0.297
11 H -0.243 -2.485 0.486  0.239
12 H 1.370 -2.027 -0.008  0.202
13 H -1.344 1.523 -0.133  0.262
14 H -2.975 1.060 0.384  0.219

# C3H7N3O

One molecule with the formula C3H7N3O (the ωB97M-V functional and the def2-TZVPD basis, the OMol25 dataset).

Computed properties:
E (Ha): -357.95041
Kohn-Sham gap (eV): 9.120
ΔE to the lowest compared entry with this formula, charge and spin (eV): 2.707

Last column: Mulliken charge in e.
CARTESIAN COORDINATES (ANGSTROEM)
1 C 1.623 -0.686 -0.122  -0.858
2 N 0.391 0.002 0.268  -0.145
3 C 0.137 1.357 -0.373  0.288
4 O 0.936 2.259 -0.412  -0.571
5 N -1.074 1.041 -0.785  -0.247
6 C -1.058 -0.529 -0.202  0.240
7 N -1.807 -0.875 0.795  -0.876
8 H 1.612 -0.825 -1.206  0.320
9 H 1.674 -1.652 0.384  0.347
10 H 2.478 -0.062 0.150  0.322
11 H 0.280 0.054 1.284  0.359
12 H -1.750 1.682 -1.179  0.210
13 H -0.897 -1.122 -1.114  0.399
14 H -2.407 -1.651 0.542  0.213

# C3H7N3O

One molecule with the formula C3H7N3O (the ωB97M-V functional and the def2-TZVPD basis, the OMol25 dataset).

Computed properties:
E (Ha): -357.91088
Kohn-Sham gap (eV): 7.220
ΔE to the lowest compared entry with this formula, charge and spin (eV): 3.782

Last column: Mulliken charge in e.
CARTESIAN COORDINATES (ANGSTROEM)
1 C -0.918 0.556 2.661  -0.785
2 N -0.596 -0.299 1.416  -0.263
3 C -0.307 0.321 0.071  0.495
4 O -0.715 1.412 -0.208  -0.490
5 N 0.450 -0.483 -0.739  -0.249
6 C 0.828 -0.108 -2.033  0.012
7 N 1.447 -0.941 -2.755  -0.617
8 H -1.791 1.138 2.328  0.183
9 H -0.081 1.272 2.687  0.146
10 H -1.403 -0.915 1.306  0.324
11 H 0.181 -0.906 1.679  0.346
12 H 0.715 -1.422 -0.469  0.271
13 H 0.529 0.912 -2.280  0.351
14 H 1.661 -0.536 -3.664  0.277

# C3H7N3O

C3H7N3O as an isolated structure (the ωB97M-V functional and the def2-TZVPD basis, the OMol25 dataset).

Computed properties:
E (Ha): -357.85382
Kohn-Sham gap (spin up / spin down) (eV): 7.331 / 8.338
ΔE to the lowest compared entry with this formula, charge and spin (eV): 5.335

Last column: Mulliken charge in e.
CARTESIAN COORDINATES (ANGSTROEM)
1 C -1.891 -0.390 0.097  -1.171
2 C 0.655 -0.108 -0.015  0.103
3 C -0.651 0.400 -0.064  0.421
4 N 1.670 0.622 -0.714  -0.492
5 O -0.811 1.730 0.022  -0.514
6 N 0.811 -1.566 0.060  -0.056
7 N 1.373 -1.727 1.127  -0.453
8 H 0.049 2.139 -0.184  0.359
9 H 1.668 0.401 -1.705  0.221
10 H 2.589 0.434 -0.326  0.300
11 H 1.194 -0.201 1.286  0.322
12 H -2.605 -0.128 -0.688  0.321
13 H -1.684 -1.456 0.048  0.364
14 H -2.366 -0.151 1.055  0.278

# C3H7N3O

C3H7N3O as an isolated structure at a distorted geometry (the ωB97M-V functional and the def2-TZVPD basis, the OMol25 dataset).

Computed properties:
E (Ha): -357.91382
Kohn-Sham gap (eV): 9.758
ΔE to the lowest compared entry with this formula, charge and spin (eV): 3.702

Last column: Mulliken charge in e.
CARTESIAN COORDINATES (ANGSTROEM)
1 C -1.549 0.892 1.528  -1.268
2 N 2.321 -1.239 -0.495  -0.568
3 C 1.424 -1.386 -1.314  0.586
4 C -1.031 0.248 0.345  0.702
5 N 0.176 1.128 0.063  -0.516
6 N 0.617 -1.395 -2.215  -0.589
7 O -1.546 -0.422 -0.520  -0.561
8 H 2.776 -2.038 -0.079  0.241
9 H 0.260 1.381 -0.915  0.251
10 H 1.073 0.799 0.416  0.262
11 H -0.374 -1.300 -2.000  0.385
12 H -0.645 1.817 1.052  0.447
13 H -2.601 0.739 1.742  0.301
14 H -0.899 0.776 2.394  0.326

# C3H7N3O

One molecule with the formula C3H7N3O at a distorted geometry (the ωB97M-V functional and the def2-TZVPD basis, the OMol25 dataset).

Computed properties:
E (Ha): -357.88956
SMILES string: [H]/N=C/N(C)/C=N/O
Kohn-Sham gap (eV): 9.332
ΔE to the lowest compared entry with this formula, charge and spin (eV): 4.362

Last column: Mulliken charge in e.
CARTESIAN COORDINATES (ANGSTROEM)
1 H -1.360 -1.405 2.252  0.212
2 N -0.915 -0.776 1.531  -0.557
3 C -0.898 -1.354 0.322  -0.022
4 N -0.342 -0.645 -0.697  0.047
5 C -0.315 -0.944 -2.033  -1.048
6 C 0.321 0.611 -0.386  -0.177
7 N 0.511 1.096 0.748  -0.197
8 O 1.541 2.002 0.780  -0.408
9 H -1.374 -2.282 0.021  0.331
10 H -0.895 -1.799 -2.265  0.368
11 H -0.918 -0.204 -2.633  0.349
12 H 0.589 -1.233 -2.433  0.384
13 H 0.963 0.797 -1.285  0.326
14 H 1.242 2.509 1.613  0.394

# C3H7N3O

One molecule with the formula C3H7N3O (the ωB97M-V functional and the def2-TZVPD basis, the OMol25 dataset).

Computed properties:
E (Ha): -358.04362
SMILES string: [H]/N=C/NC(=O)NC
Kohn-Sham gap (eV): 10.445
ΔE to the lowest compared entry with this formula, charge and spin (eV): 0.170

Last column: Mulliken charge in e.
CARTESIAN COORDINATES (ANGSTROEM)
1 H 0.853 4.017 -0.466  0.258
2 N 1.137 3.114 -0.092  -0.647
3 C 0.417 2.194 -0.587  0.011
4 N 0.637 0.876 -0.218  -0.261
5 C -0.314 -0.117 -0.449  0.619
6 O -1.334 0.089 -1.082  -0.623
7 N 0.016 -1.325 0.106  -0.239
8 C -1.016 -2.287 0.432  -0.814
9 H -0.404 2.298 -1.299  0.336
10 H 1.324 0.757 0.514  0.286
11 H 0.903 -1.409 0.577  0.213
12 H -1.956 -1.908 0.029  0.331
13 H -1.111 -2.391 1.520  0.281
14 H -0.814 -3.270 -0.003  0.249